1.
The following is a quantum chemistry calculation of one molecule with the formula C19H20N2O3S, from the Open Molecules 2025 dataset.

LUMO	0.5	eV
energy	-1469.47849	Ha
charge	0
HOMO level	-0.31158	hartree
spin multiplicity	1
SMILES string	CCN1C(=O)CSc2ccc(C(=O)NCc3ccccc3OC)cc21

Cartesian coordinates (Å):
C: 3.346 2.635 1.486
H: 2.894 3.624 1.462
H: 4.340 2.719 1.915
H: 2.747 1.990 2.124
C: 3.449 2.085 0.067
N: 4.033 0.750 0.033
C: 5.394 0.690 0.082
O: 6.086 1.686 0.112
C: 5.985 -0.701 0.114
H: 7.065 -0.640 0.000
H: 5.732 -1.218 1.041
S: 5.323 -1.664 -1.274
C: 3.640 -1.527 -0.768
C: 2.768 -2.581 -1.001
C: 1.462 -2.517 -0.564
C: 1.015 -1.392 0.124
C: 1.887 -0.334 0.350
C: 3.202 -0.370 -0.108
H: 1.553 0.516 0.922
C: -0.389 -1.394 0.638
O: -0.944 -2.415 0.990
N: -0.973 -0.173 0.698
H: -0.512 0.613 0.271
C: -2.345 0.008 1.117
C: -3.262 0.430 -0.006
C: -2.887 1.395 -0.925
C: -3.730 1.774 -1.956
C: -4.973 1.182 -2.068
C: -5.376 0.223 -1.153
C: -4.533 -0.158 -0.116
O: -4.855 -1.074 0.837
C: -6.080 -1.757 0.737
H: -6.090 -2.460 1.568
H: -6.157 -2.310 -0.204
H: -6.931 -1.074 0.831
H: -6.353 -0.221 -1.258
H: -5.641 1.465 -2.867
H: -3.418 2.527 -2.663
H: -1.919 1.868 -0.838
H: -2.680 -0.952 1.515
H: -2.378 0.755 1.920
H: 0.779 -3.335 -0.726
H: 3.136 -3.450 -1.522
H: 2.475 2.050 -0.424
H: 4.113 2.733 -0.513

=====

2.
The following is a quantum chemistry calculation of one molecule with the formula C19H20N2O4, from the Open Molecules 2025 dataset.

LUMO	0.6	eV
energy	-1146.49518	Ha
charge	0
HOMO level	-0.28952	hartree
spin multiplicity	1
SMILES string	C=CCNC(=O)c1ccccc1NC(=O)COc1ccc(OC)cc1

Cartesian coordinates (Å):
C: -3.412 4.011 1.695
C: -3.701 2.954 2.430
C: -3.491 1.525 2.021
N: -3.147 1.366 0.630
C: -1.931 0.937 0.230
O: -1.079 0.589 1.040
C: -1.709 0.926 -1.241
C: -2.775 0.765 -2.124
C: -2.583 0.787 -3.492
C: -1.308 0.980 -4.000
C: -0.231 1.117 -3.149
C: -0.408 1.071 -1.766
N: 0.661 1.165 -0.887
C: 1.966 1.397 -1.156
O: 2.450 1.639 -2.241
C: 2.838 1.368 0.107
O: 2.289 0.667 1.191
C: 2.170 -0.699 1.090
C: 2.484 -1.444 -0.041
C: 2.326 -2.816 -0.026
C: 1.852 -3.472 1.106
C: 1.529 -2.723 2.233
C: 1.689 -1.351 2.219
H: 1.436 -0.760 3.084
H: 1.152 -3.192 3.127
O: 1.740 -4.831 1.008
C: 1.276 -5.545 2.126
H: 1.276 -6.592 1.828
H: 0.258 -5.248 2.399
H: 1.936 -5.415 2.990
H: 2.567 -3.403 -0.898
H: 2.846 -0.973 -0.942
H: 2.953 2.400 0.456
H: 3.832 0.990 -0.168
H: 0.406 0.970 0.088
H: 0.763 1.251 -3.541
H: -1.150 1.009 -5.068
H: -3.423 0.653 -4.157
H: -3.769 0.586 -1.740
H: -3.789 1.750 -0.044
H: -2.664 1.097 2.598
H: -4.397 0.947 2.243
H: -4.118 3.069 3.421
H: -3.582 5.011 2.053
H: -2.980 3.928 0.711

=====

3.
The following is a quantum chemistry calculation of one molecule with the formula C19H20N2O4, from the Open Molecules 2025 dataset.

LUMO	0.7	eV
energy	-1146.53616	Ha
charge	0
HOMO level	-0.29498	hartree
spin multiplicity	1
SMILES string	COc1ccc(NC(=O)CCN2C(=O)[C@@H]3[C@H](C2=O)[C@H]2C=C[C@@H]3C2)cc1

Cartesian coordinates (Å):
C: -5.589 -0.703 1.077
H: -4.989 -1.303 1.769
O: -4.923 -0.503 -0.146
C: -3.736 0.167 -0.137
C: -3.107 0.668 0.996
C: -1.896 1.332 0.892
C: -1.292 1.504 -0.346
C: -1.927 1.007 -1.484
C: -3.131 0.348 -1.382
H: -3.627 -0.041 -2.257
H: -1.466 1.141 -2.453
N: -0.060 2.149 -0.518
C: 0.857 2.485 0.425
O: 0.705 2.351 1.621
C: 2.153 3.034 -0.167
C: 3.304 2.063 0.115
N: 2.967 0.681 -0.187
C: 3.331 -0.339 0.682
O: 3.961 -0.171 1.690
C: 2.802 -1.640 0.124
H: 3.618 -2.353 0.002
C: 2.075 -1.245 -1.163
C: 2.283 0.245 -1.296
O: 1.911 0.947 -2.205
H: 2.413 -1.750 -2.069
C: 0.592 -1.603 -0.846
C: 0.578 -3.112 -0.791
C: 1.221 -3.478 0.310
H: 1.452 -4.470 0.648
C: 1.668 -2.221 1.014
H: 1.940 -2.310 2.061
C: 0.514 -1.279 0.650
H: -0.433 -1.590 1.085
H: 0.696 -0.238 0.906
H: 0.164 -3.735 -1.562
H: -0.130 -1.129 -1.505
H: 4.185 2.355 -0.466
H: 3.557 2.075 1.178
H: 2.054 3.202 -1.238
H: 2.385 3.979 0.325
H: 0.237 2.210 -1.484
H: -1.417 1.712 1.778
H: -3.546 0.552 1.973
H: -6.501 -1.244 0.830
H: -5.851 0.248 1.552

=====

4.
The following is a quantum chemistry calculation of C19H20N2O4S as an isolated structure at a distorted geometry, from the Open Molecules 2025 dataset.

LUMO	0.1	eV
energy	-1544.17282	Ha
charge	0
HOMO level	-0.30323	hartree
spin multiplicity	1

Cartesian coordinates (Å):
C: 2.313 4.056 0.771
H: 2.637 5.089 0.895
H: 3.360 3.609 0.543
H: 1.768 3.966 -0.276
C: 1.466 3.268 1.670
C: 1.053 1.933 1.593
C: -0.176 1.352 1.377
C: -0.063 0.097 0.855
C: 1.172 -0.406 1.032
N: 1.693 -1.770 0.884
C: 0.830 -2.642 1.153
O: 1.154 -3.847 0.696
C: -0.401 -2.742 1.727
N: -1.320 -1.872 0.950
C: -1.180 -0.765 0.433
C: -2.197 -0.145 -0.236
C: -1.607 0.376 -1.441
C: -2.551 1.077 -2.307
C: -3.774 1.199 -2.217
C: -4.399 0.507 -0.907
C: -3.550 -0.151 -0.213
O: -4.117 -0.604 1.194
C: -4.480 -1.909 0.951
H: -4.946 -2.251 2.039
H: -5.263 -1.913 -0.108
H: -3.570 -2.673 0.620
H: -5.420 0.253 -0.825
H: -4.525 1.720 -2.878
H: -2.208 1.588 -3.156
H: -0.544 0.513 -1.603
H: -0.842 -3.399 2.117
H: -0.260 -1.935 2.579
C: 2.967 -1.857 0.268
C: 2.940 -1.322 -1.124
O: 2.012 -0.648 -1.574
O: 4.194 -1.141 -1.642
C: 4.338 -0.731 -3.130
H: 4.081 0.348 -2.637
H: 5.331 -0.850 -3.223
H: 3.527 -1.078 -3.588
H: 3.163 -3.049 0.259
H: 3.610 -1.436 1.111
S: 2.267 0.769 1.590
H: -1.048 1.904 1.164
H: 0.403 4.062 1.873
H: 2.164 3.451 2.742

=====

5.
The following is a quantum chemistry calculation of one molecule with the formula C19H20N2O6S at a distorted geometry, from the Open Molecules 2025 dataset.

LUMO	0.4	eV
energy	-1695.19788	Ha
charge	0
HOMO level	-0.30727	hartree
spin multiplicity	1
SMILES string	COc1ccc(CNC(=O)CCS(=O)(=O)c2ccc3c(c2)oc(=O)n3C)cc1

Cartesian coordinates (Å):
C: 4.333 -2.027 0.995
H: 3.530 -2.678 1.349
O: 3.835 -1.003 0.165
C: 2.922 -0.138 0.675
C: 2.439 -0.153 1.978
C: 1.516 0.797 2.384
C: 1.068 1.780 1.517
C: 1.544 1.782 0.208
C: 2.453 0.837 -0.210
H: 2.835 0.838 -1.219
H: 1.200 2.542 -0.477
C: 0.055 2.813 1.938
N: -1.233 2.548 1.316
C: -1.548 3.089 0.130
O: -0.873 3.931 -0.429
C: -2.823 2.579 -0.549
C: -3.883 1.922 0.308
H: -4.797 1.762 -0.259
H: -4.113 2.508 1.196
S: -3.454 0.257 0.953
O: -2.886 0.426 2.271
O: -4.634 -0.554 0.846
C: -2.184 -0.486 -0.085
C: -2.429 -0.674 -1.436
C: -1.511 -1.333 -2.240
C: -0.373 -1.826 -1.624
C: -0.157 -1.655 -0.246
C: -1.045 -0.965 0.546
H: -0.897 -0.819 1.602
O: 0.987 -2.301 0.107
C: 1.506 -2.882 -1.014
O: 2.486 -3.564 -1.045
N: 0.684 -2.570 -2.081
C: 0.928 -3.015 -3.425
H: 1.040 -2.160 -4.093
H: 0.107 -3.644 -3.773
H: 1.851 -3.592 -3.413
H: -1.688 -1.476 -3.293
H: -3.360 -0.325 -1.853
H: -3.259 3.445 -1.055
H: -2.490 1.894 -1.333
H: -1.789 1.816 1.739
H: -0.078 2.811 3.021
H: 0.375 3.805 1.606
H: 1.150 0.774 3.401
H: 2.773 -0.897 2.684
H: 4.883 -1.615 1.848
H: 5.007 -2.607 0.368

=====

6.
The following is a quantum chemistry calculation of one molecule with the formula C19H20N2O7 at a distorted geometry, from the Open Molecules 2025 dataset.

LUMO	0.5	eV
energy	-1372.26717	Ha
charge	0
HOMO level	-0.32732	hartree
spin multiplicity	1
SMILES string	COC(=O)CNC(=O)COC(=O)[C@@H](Cc1ccccc1)NC(=O)c1ccco1

Cartesian coordinates (Å):
C: -5.322 -2.148 -1.870
H: -5.796 -2.903 -2.493
H: -5.158 -1.231 -2.440
H: -5.943 -1.920 -1.002
O: -4.078 -2.699 -1.457
C: -3.385 -1.989 -0.562
O: -3.750 -0.937 -0.111
C: -2.092 -2.701 -0.206
N: -1.222 -1.872 0.582
C: -0.980 -2.154 1.870
O: -1.370 -3.154 2.437
C: -0.107 -1.141 2.620
H: 0.803 -1.655 2.949
H: -0.663 -0.794 3.495
O: 0.239 0.003 1.853
C: 1.486 0.086 1.382
O: 2.361 -0.698 1.627
C: 1.684 1.333 0.514
N: 0.478 2.123 0.404
C: -0.669 1.648 -0.139
O: -0.749 0.575 -0.720
C: -1.824 2.533 0.018
C: -3.151 2.282 -0.219
C: -3.841 3.461 0.136
C: -2.890 4.340 0.560
O: -1.668 3.794 0.501
H: -2.957 5.350 0.916
H: -4.896 3.631 0.085
H: -3.561 1.355 -0.562
H: 0.420 2.983 0.924
H: 2.449 1.941 1.007
C: 2.208 0.922 -0.882
C: 3.555 0.261 -0.805
C: 4.688 1.013 -0.524
C: 5.931 0.412 -0.442
C: 6.054 -0.952 -0.642
C: 4.931 -1.708 -0.927
C: 3.689 -1.105 -1.009
H: 2.814 -1.699 -1.227
H: 5.021 -2.773 -1.083
H: 7.024 -1.424 -0.576
H: 6.804 1.008 -0.222
H: 4.599 2.081 -0.372
H: 1.481 0.256 -1.345
H: 2.272 1.833 -1.482
H: -0.987 -0.963 0.185
H: -2.332 -3.591 0.388
H: -1.600 -3.015 -1.131